Density functional theory data (ωB97M-V/def2-TZVPD) for a 17-piece molecular cluster, C48H142N12O17 overall.

Gap between HOMO and LUMO   8.7756 eV
Total charge   0
E_HOMO   -8.49 eV
Calculated total energy   -3849.83204 a.u.
Energy above the lowest of the compared OMol25 structures with the same formula, charge and spin   140.4 kJ/mol

XYZ file:
```
219
Properties=species:S:1:pos:R:3:forces:R:3:mulliken_charge:R:1
C 16.2283 24.8178 14.7464 -0.03 -0.80 -0.33 -1.462
C 14.8797 24.1018 14.6475 -0.95 0.85 1.06 2.727
C 14.3609 23.7119 16.0588 0.05 -0.54 -1.12 -1.225
O 14.9927 22.5713 16.6506 0.12 1.40 0.31 -0.588
C 14.9545 21.3482 15.9911 -0.41 -0.99 -0.49 -0.215
N 13.9264 25.0474 14.0499 -0.31 0.46 -0.02 -0.812
H 16.2336 25.6114 15.4936 -0.39 0.12 -0.04 0.422
H 16.4622 25.2439 13.7708 0.26 -0.05 0.08 0.407
H 16.9974 24.1216 15.0807 0.17 -0.06 -0.21 0.174
H 14.8340 23.2252 14.0013 0.60 -0.07 0.01 -1.267
H 13.2821 23.5869 15.9654 -0.29 -0.67 0.01 0.251
H 14.4343 24.5963 16.6917 0.59 -0.29 0.47 0.359
H 13.9788 21.1858 15.5332 -0.11 -0.06 -0.27 0.306
H 15.1154 20.5143 16.6743 -0.26 0.26 0.63 0.123
H 15.7499 21.1414 15.2751 0.11 0.70 -0.54 0.114
H 12.9760 24.7088 14.0029 -0.06 -0.82 -0.32 0.243
H 13.7669 25.8322 14.6653 0.61 0.53 0.21 0.262
C 17.2431 22.2844 12.2405 -0.64 0.51 -0.97 -0.685
C 17.7406 22.4945 10.7722 -0.06 0.42 1.49 1.061
C 17.8418 23.9700 10.3154 -1.44 0.33 0.02 -0.802
O 16.6151 24.5213 9.7609 0.76 -1.11 -0.69 -0.361
C 16.2967 23.9314 8.4697 -0.70 0.63 1.12 -0.565
N 19.0429 21.8880 10.7930 1.09 -0.66 -0.61 -0.608
H 17.7813 22.8619 12.9920 0.28 0.26 -0.28 0.976
H 17.3677 21.2393 12.5241 -0.21 -0.01 -0.17 -0.777
H 16.1998 22.5959 12.2919 -0.11 -0.16 0.22 0.124
H 17.1000 21.9470 10.0808 -0.01 -0.10 0.07 -0.321
H 18.6573 24.0990 9.6038 0.07 -0.19 -0.31 0.384
H 18.0741 24.6107 11.1661 -0.01 -0.01 0.12 0.290
H 15.9823 22.8925 8.5690 0.52 -0.29 -0.03 0.121
H 17.0854 24.0832 7.7329 0.15 -0.15 0.08 0.318
H 15.3803 24.4106 8.1251 0.20 0.39 0.00 0.268
H 19.4859 21.9641 9.8885 0.20 0.03 -0.22 0.244
H 19.6402 22.3772 11.4441 0.14 0.18 0.18 0.279
C 14.6348 10.6421 9.9781 -0.26 -0.69 1.11 -1.132
C 13.8174 11.7601 9.4054 0.30 -0.02 -0.21 0.253
C 13.6117 12.9400 10.3333 -0.19 -0.14 0.29 -0.728
O 14.8797 13.4519 10.6550 0.71 0.52 0.41 -0.118
C 14.8536 14.7171 11.3319 -0.66 -1.08 -0.85 0.008
N 14.4764 12.2468 8.2059 -0.48 0.66 -0.25 -0.822
H 15.6096 10.8914 10.3972 -0.03 0.28 -0.30 0.075
H 14.7560 9.9065 9.1829 0.11 -0.24 0.24 0.422
H 14.0405 10.2271 10.7922 0.13 -0.54 0.16 0.340
H 12.8575 11.2896 9.1925 -0.33 0.43 -0.29 0.400
H 13.1216 12.6736 11.2698 -0.30 -0.33 0.10 0.257
H 12.9851 13.6905 9.8515 0.02 0.21 -0.22 0.365
H 14.4046 15.4258 10.6360 0.43 0.50 0.01 0.488
H 15.8892 14.9196 11.6050 -0.21 0.33 0.01 -0.393
H 14.1790 14.6720 12.1870 0.18 -0.09 0.43 0.050
H 14.7438 11.4681 7.6210 0.05 -0.08 -0.07 0.314
H 15.3335 12.6304 8.5779 0.42 0.19 -0.49 0.312
C 15.5721 13.0796 18.2657 0.69 1.52 -0.81 -1.243
C 16.8222 13.9668 17.8609 0.29 -0.37 2.02 1.499
C 17.1368 15.0690 18.9653 -1.37 0.04 -1.90 -0.597
O 16.0351 15.9932 18.9691 -0.37 -1.08 0.20 0.029
C 16.0381 16.8055 20.1198 0.97 -0.41 -0.49 -0.408
N 18.0050 13.1274 17.7870 0.87 0.06 0.12 -0.560
H 15.3979 12.3288 17.4950 -0.33 0.29 -0.26 0.537
H 14.7586 13.7953 18.3846 -0.48 -0.42 -0.09 -0.006
H 15.6842 12.5016 19.1829 0.46 0.39 0.25 0.306
H 16.7684 14.4924 16.9076 -0.68 -0.12 -0.06 -0.757
H 17.9782 15.7089 18.6997 0.61 -0.56 0.02 -0.173
H 17.2903 14.5523 19.9127 -0.10 0.15 0.40 0.575
H 15.1912 17.4880 20.0489 0.14 -0.09 0.32 0.065
H 16.9998 17.3184 20.1306 0.01 0.75 0.10 -0.112
H 16.0826 16.1778 21.0098 -0.66 0.05 0.35 0.316
H 18.2815 12.8386 18.7145 -0.09 -0.30 0.19 0.239
H 17.8613 12.2907 17.2400 -0.08 0.00 -0.09 0.260
C 20.1509 14.5162 22.0833 -0.05 -0.05 -1.14 -1.757
C 20.5919 15.2524 20.7497 0.05 -1.91 2.49 1.361
C 20.1587 16.6704 20.7507 -1.48 0.56 -0.21 -0.673
O 20.3409 17.1531 19.4426 -0.03 0.69 -0.85 -0.243
C 20.0040 18.5130 19.2667 0.48 0.90 0.18 -1.016
N 22.0341 15.1522 20.7356 0.92 0.19 -0.67 -0.863
H 20.8534 14.8109 22.8629 -0.35 0.02 0.15 0.422
H 20.1987 13.4355 21.9494 0.64 -0.12 -0.13 0.404
H 19.0987 14.5996 22.3553 -0.03 0.80 0.12 0.345
H 20.2599 14.6461 19.9069 -0.98 0.63 -0.19 -0.314
H 20.5504 17.3613 21.4972 1.20 -0.30 0.08 0.635
H 19.1149 16.7278 21.0594 -0.70 -0.27 -0.46 0.136
H 20.4205 18.9739 18.3711 0.16 -0.82 -0.42 0.415
H 20.4676 19.1243 20.0409 -0.15 -0.03 0.51 0.450
H 18.9375 18.7351 19.2303 -0.30 -0.39 0.25 0.230
H 22.3272 15.6788 19.9251 0.34 0.65 -0.14 0.299
H 22.2537 14.2282 20.3920 0.21 -0.53 0.42 0.289
C 11.7087 9.4912 16.2157 0.69 0.47 -1.20 -1.464
C 11.8029 10.7203 17.1315 -0.53 0.11 0.45 0.479
C 12.2828 12.0913 16.5660 0.89 -0.87 -0.63 -0.609
O 13.3235 11.9075 15.6002 -0.38 0.78 0.13 -0.483
C 13.3678 13.0027 14.6702 0.04 -1.26 -0.18 -0.657
N 10.4424 10.9098 17.6889 0.27 0.27 -0.25 -0.820
H 11.1780 8.6107 16.5780 0.02 0.39 0.75 0.391
H 12.6791 9.1476 15.8573 0.19 0.11 0.25 0.326
H 11.1967 9.7443 15.2873 -0.22 0.29 -0.11 0.344
H 12.4885 10.5189 17.9546 -0.07 -0.32 0.12 0.280
H 12.6807 12.6885 17.3866 0.18 -0.02 0.44 0.166
H 11.4876 12.7296 16.1808 -0.46 -0.41 -0.54 0.517
H 14.2078 12.8019 14.0053 0.15 0.17 0.13 0.257
H 13.4704 13.9797 15.1427 -0.02 0.06 0.16 0.281
H 12.4743 12.9456 14.0486 -0.20 0.43 0.00 0.382
H 9.8802 10.9975 16.8544 -0.59 -0.42 -0.28 0.314
H 10.3727 11.8638 18.0132 0.10 0.28 0.74 0.293
C 16.9747 18.6814 9.5336 0.59 1.05 1.10 -1.258
C 15.6464 18.4444 10.2080 -1.13 -0.37 1.70 1.857
C 15.0240 19.7537 10.8306 -0.03 -0.18 -0.35 -0.365
O 13.7447 19.5497 11.5001 1.32 0.36 -0.56 0.087
C 13.2398 20.7391 12.1159 0.01 -0.89 0.46 -0.467
N 14.8035 17.6396 9.3460 -0.01 0.94 -0.58 -0.485
H 17.5823 17.7876 9.3921 -0.59 -0.16 -0.66 0.375
H 17.6231 19.2642 10.1879 -0.01 0.30 0.41 0.043
H 16.8566 19.3522 8.6827 0.03 -0.53 -0.55 0.423
H 15.7480 17.8218 11.0970 0.61 -0.13 0.28 -1.272
H 14.9072 20.5526 10.0985 -0.21 0.05 -0.49 0.731
H 15.7571 20.1448 11.5361 -0.05 -0.12 0.37 -0.416
H 12.7604 21.4371 11.4296 0.13 -0.06 -0.29 0.303
H 14.0064 21.2487 12.6996 0.29 0.09 -0.13 0.151
H 12.5070 20.3798 12.8383 -0.26 0.13 -0.07 -0.109
H 13.8754 17.5318 9.7296 -0.24 -0.12 0.14 0.039
H 14.6792 18.2446 8.5468 -0.36 -0.29 -0.76 0.397
C 8.2671 17.2218 11.5858 -0.12 -0.21 0.96 -1.451
C 8.7060 18.5556 12.1910 0.03 0.48 0.39 0.390
C 9.5832 18.4287 13.4372 -0.17 -0.10 0.19 0.005
O 10.0543 19.7013 13.9187 -0.04 0.02 -0.49 -0.467
C 10.6425 19.7015 15.2078 -0.55 -0.37 0.57 -1.150
N 9.5285 19.2511 11.2245 -0.11 0.67 -1.13 -0.646
H 7.4424 16.8405 12.1880 -0.09 -0.14 0.03 0.451
H 9.0506 16.4647 11.6177 0.17 0.08 -0.24 0.192
H 7.8813 17.3312 10.5723 0.22 0.16 -0.01 0.400
H 7.7944 19.1263 12.3685 -0.11 0.17 0.51 0.459
H 10.4155 17.8401 13.0513 0.44 -0.19 0.47 -0.370
H 9.0665 17.8944 14.2344 -0.01 -0.10 0.12 0.519
H 11.4299 18.9640 15.3633 0.17 -0.19 -0.38 0.312
H 9.8956 19.5039 15.9766 -0.31 -0.31 0.05 0.561
H 11.0313 20.6759 15.5036 0.08 0.21 -0.75 0.401
H 9.8684 20.1423 11.5566 0.25 0.04 0.73 0.178
H 8.8703 19.5669 10.5265 0.16 -0.24 -0.80 0.265
C 19.9290 11.8705 9.4961 -0.95 0.19 1.29 -1.362
C 18.6864 12.0661 10.3746 -0.37 1.54 0.63 0.108
C 18.9144 13.1620 11.5034 -0.12 -0.77 -0.52 -0.446
O 19.5059 14.3374 11.0190 0.66 0.93 -0.26 -0.326
C 20.1359 15.0550 12.0896 1.17 -0.56 -1.06 -0.760
N 17.5897 12.5323 9.5366 0.10 0.07 -0.30 -0.483
H 20.7528 11.7999 10.2064 0.46 -0.17 -0.52 0.358
H 19.9821 12.7939 8.9194 0.49 -0.23 -0.20 0.282
H 19.8058 10.9872 8.8694 0.23 0.16 0.00 0.401
H 18.3160 11.1690 10.8707 0.41 -0.23 0.13 0.501
H 19.5077 12.7578 12.3237 0.08 -0.18 0.19 0.483
H 17.9602 13.5482 11.8616 -0.55 -0.89 0.51 0.085
H 21.1418 14.6409 12.1580 0.09 -0.50 0.75 0.367
H 19.6008 14.9648 13.0350 -0.05 0.25 -0.05 0.363
H 20.4179 16.0679 11.8023 -1.01 0.29 -0.08 0.187
H 17.9190 13.4168 9.1771 -0.07 0.32 -0.51 0.330
H 16.8359 12.8074 10.1499 -0.50 -0.11 0.04 -0.023
C 18.0383 17.9549 16.0637 -0.05 -0.14 -0.45 -0.117
C 18.0253 17.5720 14.5766 -0.87 -0.13 -0.14 0.640
C 16.6852 17.0027 14.0950 -1.13 1.11 0.78 -0.306
O 15.6169 17.9882 14.2185 0.86 -0.28 0.37 1.632
C 14.3666 17.4024 13.9572 -0.16 0.53 -0.78 -0.025
N 18.4150 18.7652 13.8103 -0.51 -0.16 -0.06 -0.309
H 18.0204 17.0637 16.6911 -0.33 0.02 0.06 -0.272
H 17.1872 18.6130 16.2388 -0.11 -0.07 0.33 -0.417
H 18.9496 18.4964 16.3175 0.06 0.00 -0.22 0.306
H 18.6760 16.7080 14.4418 0.70 0.37 -0.25 0.193
H 16.3692 16.1714 14.7253 0.23 -0.46 -0.03 -0.120
H 16.7172 16.7088 13.0459 0.26 -0.24 -0.14 -0.173
H 14.1346 16.5386 14.5802 0.15 -0.11 0.03 0.119
H 14.3119 17.1501 12.8983 -0.06 -0.47 -0.19 -0.530
H 13.5926 18.1593 14.0842 0.05 0.09 0.26 -0.511
H 17.6498 19.4193 13.8922 -0.17 0.38 0.60 -0.354
H 18.4276 18.6505 12.8069 0.46 -0.70 -0.32 0.221
C 13.7694 17.4557 17.1870 0.06 0.21 0.70 0.949
C 12.7217 17.1625 18.2661 0.48 -0.15 -0.28 0.372
C 12.0836 18.4874 18.8691 -0.33 -1.08 -1.76 -0.574
O 10.8510 18.2078 19.5336 -0.09 0.42 0.89 -0.406
C 10.3520 19.2588 20.4095 1.21 -0.62 -0.04 -0.795
N 11.7153 16.2222 17.7510 -0.95 0.79 0.71 -0.652
H 14.6064 17.9637 17.6658 0.05 0.54 -0.23 -0.276
H 13.3643 18.0062 16.3378 0.05 0.10 0.17 -0.524
H 14.2467 16.5444 16.8267 -0.36 -0.23 0.01 -0.243
H 13.2820 16.6575 19.0530 0.01 0.17 0.49 0.243
H 11.7809 19.1619 18.0682 0.41 0.15 -0.49 0.127
H 12.9256 18.9602 19.3748 -0.41 0.20 0.95 0.436
H 10.2748 20.2508 19.9643 0.24 -0.05 -0.52 0.284
H 11.0800 19.2956 21.2199 -0.19 0.37 0.32 0.332
H 9.3659 19.0404 20.8195 0.14 -0.60 -0.30 0.262
H 11.0173 16.3657 18.4667 -1.18 0.03 -0.23 0.422
H 11.9244 15.2571 17.9632 0.90 -0.22 -0.30 0.109
C 18.4193 21.7806 17.6553 1.71 -0.04 0.01 -0.525
C 17.7904 22.3632 18.8943 -0.75 0.92 -0.20 0.866
C 17.7954 23.8906 18.8267 0.33 0.25 0.77 -0.627
O 19.0683 24.4593 19.1753 0.03 -0.96 0.33 -0.399
C 19.3670 24.3256 20.5840 0.51 0.86 -0.61 -0.714
N 16.4076 21.9395 18.9745 -0.50 -0.69 0.19 -0.748
H 17.9726 22.1571 16.7351 -0.44 -0.08 0.10 -0.290
H 18.4516 20.6911 17.6462 -0.36 -0.11 0.00 -0.034
H 19.4665 22.0726 17.5770 0.24 0.13 0.04 0.573
H 18.2146 22.0754 19.8563 0.61 -0.24 -0.32 0.148
H 17.0316 24.3220 19.4738 -0.15 -0.25 0.46 0.442
H 17.4767 24.2190 17.8374 0.59 0.08 -0.31 0.059
H 20.4398 24.4122 20.7560 0.18 0.32 -0.60 0.285
H 19.1770 23.3722 21.0771 -0.86 -0.02 -0.31 0.308
H 18.9194 25.1934 21.0683 -0.32 -0.33 0.48 0.287
H 16.4726 20.9460 18.8045 -0.30 -0.62 0.48 0.117
H 15.9425 22.2131 18.1208 -0.25 0.64 0.03 0.486
O 11.4082 15.2168 12.4614 -0.09 -0.68 0.29 -0.662
H 11.1352 15.7103 13.2348 -0.05 0.09 0.24 0.279
H 11.9324 15.8365 11.9540 0.03 0.59 -0.53 0.344
O 20.1536 15.0626 17.3002 0.41 0.19 -0.41 -0.636
H 19.7310 14.3417 17.7670 -0.50 -0.47 -0.24 0.269
H 20.0835 15.8083 17.8962 0.22 0.47 0.28 0.239
O 21.1263 18.7851 14.2777 1.19 -0.14 0.65 -0.779
H 20.1941 18.5821 14.2006 -0.54 0.39 -0.21 0.386
H 21.3450 19.2243 13.4558 -0.09 -0.07 -0.26 0.245
O 20.3230 19.2234 11.4970 0.26 -0.48 0.13 -0.538
H 20.2762 18.8162 10.6320 0.08 -0.14 -0.24 0.237
H 20.0528 20.1300 11.3504 -0.51 0.59 -0.13 0.329
O 11.8843 17.6081 10.8345 0.56 -1.19 -0.08 -0.880
H 12.5856 18.1723 11.1601 0.39 0.58 0.16 0.539
H 11.0810 18.0980 11.0102 -0.86 0.55 -0.22 0.260
```
Positions in Å, forces in eV/Å.